Record 1
C15H35FIN3O4Si2 | ωB97M-V/def2-TZVPD

Kohn-Sham gap in Eh: 0.356
LUMO energy in hartree: 0.0177

CARTESIAN COORDINATES (ANGSTROEM)
C (4.92329, -2.57588, 0.86671)
C (4.61038, -1.47748, 1.88926)
C (4.83308, -0.01182, 1.40869)
C (4.99281, 0.16190, -0.11935)
Si (3.39690, 1.06384, 2.01699)
O (1.92979, 0.22705, 2.07899)
Si (1.07661, 0.15242, 0.64662)
N (1.53113, 1.44463, -0.47670)
C (-0.74424, 0.47062, 1.10682)
C (-1.61694, -0.80901, 1.14439)
C (-2.49928, -0.93718, -0.12273)
I (-2.30631, -2.93760, -0.91623)
C (1.31436, -1.44711, -0.33187)
C (1.37855, -2.69216, 0.48026)
O (1.37469, -2.77655, 1.61556)
F (1.44220, -3.79626, -0.26038)
H (4.50332, -3.50067, 1.25294)
H (4.47267, -2.42617, -0.10510)
H (5.98889, -2.74864, 0.80335)
H (3.61574, -1.65202, 2.28293)
H (5.28443, -1.63634, 2.72368)
H (5.73816, 0.37551, 1.86268)
H (4.79063, 1.20342, -0.35488)
H (6.01365, -0.00110, -0.43730)
H (4.29504, -0.41577, -0.70895)
H (3.73441, 1.45251, 3.41086)
H (3.30089, 2.31282, 1.25751)
H (1.35704, 1.08229, -1.41147)
H (0.89012, 2.21839, -0.34169)
H (-0.73669, 0.86665, 2.11547)
H (-1.14784, 1.19743, 0.41103)
H (-1.04842, -1.71529, 1.29029)
H (-2.28360, -0.74059, 1.99538)
H (-2.20748, -0.20577, -0.86025)
H (-3.53264, -0.78288, 0.13283)
H (2.26097, -1.37578, -0.86752)
H (0.56422, -1.58685, -1.10376)
C (-5.01766, -1.41414, -5.04298)
O (-4.06757, -0.94211, -4.44789)
N (-5.46098, -2.67909, -4.90974)
C (-6.60379, -3.17782, -5.64853)
C (-4.76620, -3.56856, -3.99247)
H (-5.61231, -0.82217, -5.76177)
H (-7.37944, -3.50606, -4.95335)
H (-6.30212, -4.02278, -6.27113)
H (-7.01069, -2.39682, -6.28759)
H (-4.79276, -3.14784, -2.98762)
H (-3.72320, -3.66348, -4.29673)
H (-5.23830, -4.54814, -3.99290)
C (-0.01717, 4.45899, 1.47061)
O (1.06545, 3.96112, 1.21401)
N (-0.42962, 4.79441, 2.70387)
C (-1.73063, 5.38531, 2.95054)
C (0.46477, 4.55269, 3.82538)
H (-0.76481, 4.67882, 0.68758)
H (-1.60920, 6.36683, 3.41289)
H (-2.30671, 4.74382, 3.62038)
H (-2.27649, 5.50053, 2.01646)
H (1.39507, 5.10240, 3.67991)
H (0.70158, 3.48956, 3.88587)
H (-0.00773, 4.87393, 4.75012)

---

Record 2
C15H35FInN5O5 | ωB97M-V/def2-TZVPD

Kohn-Sham gap in Eh: 0.098
Net charge: +2
Relative energy (zero: lowest compared OMol25 entry of this formula, charge and spin) in kJ/mol: 76.2
LUMO energy in hartree: -0.4416

CARTESIAN COORDINATES (ANGSTROEM)
In (-1.70361, 1.35503, 2.13524)
F (0.06820, 0.44511, 0.02097)
C (-2.49625, 1.50715, -2.44935)
C (-3.65270, 1.54739, -1.49436)
O (-3.52183, 1.16141, -0.33162)
N (-4.81396, 2.07795, -1.93419)
C (-5.98865, 2.39186, -1.14036)
H (-1.69619, 0.83069, -2.16326)
H (-2.04494, 2.50360, -2.48548)
H (-2.80876, 1.33070, -3.48051)
H (-4.95737, 2.23827, -2.91940)
H (-5.84644, 2.02433, -0.12099)
H (-6.90186, 1.93248, -1.50582)
H (-6.10445, 3.45550, -0.92443)
C (3.37958, 2.93332, 2.52751)
C (2.12411, 2.77163, 1.72133)
O (1.06125, 2.63054, 2.35983)
N (2.14151, 2.62562, 0.40470)
C (3.35901, 2.65621, -0.44068)
H (4.21906, 3.43059, 2.04211)
H (3.72250, 1.91632, 2.74382)
H (3.20192, 3.42745, 3.47790)
H (1.25183, 2.48809, -0.05779)
H (3.65679, 3.68310, -0.62238)
H (3.03430, 2.18618, -1.36814)
H (4.05066, 1.92153, -0.03650)
C (1.49052, 0.42873, -3.19857)
C (1.52196, -1.06355, -2.99144)
O (1.80523, -1.81935, -3.90272)
N (1.18501, -1.62109, -1.77690)
C (0.93996, -3.04856, -1.70389)
H (2.36415, 0.89059, -2.74436)
H (0.57832, 0.78123, -2.70568)
H (1.36593, 0.72358, -4.23512)
H (0.77198, -1.03410, -1.05425)
H (1.88008, -3.59287, -1.79601)
H (0.30847, -3.48603, -2.48344)
H (0.36086, -3.28042, -0.81076)
C (2.75200, -1.13168, 3.56438)
C (1.69754, -0.51912, 2.67003)
O (0.56593, -0.23955, 3.07295)
N (1.91798, -0.45530, 1.35054)
C (3.16769, -0.63720, 0.66240)
H (2.29465, -1.30618, 4.53518)
H (3.56708, -0.40944, 3.61294)
H (3.07147, -2.10889, 3.20667)
H (1.16885, -0.00621, 0.78469)
H (3.81505, 0.23676, 0.81250)
H (3.05068, -0.62048, -0.42434)
H (3.68037, -1.55594, 0.93673)
C (-2.24615, -3.66785, 2.55551)
C (-2.04672, -2.55921, 1.52609)
O (-1.84711, -1.39249, 1.89078)
N (-2.32542, -2.85957, 0.25706)
C (-2.54078, -1.83165, -0.76350)
H (-2.17403, -4.64588, 2.08317)
H (-3.24865, -3.52201, 2.95324)
H (-1.48855, -3.55805, 3.32669)
H (-2.31365, -3.78221, -0.14740)
H (-2.16345, -2.20229, -1.71519)
H (-2.04416, -0.91253, -0.46335)
H (-3.61683, -1.66326, -0.84277)

---

Record 3
C15H35I2N2O7S | ωB97M-V/def2-TZVPD

Kohn-Sham gap in Eh: 0.283
Net charge: -1
LUMO energy in hartree: 0.0875

CARTESIAN COORDINATES (ANGSTROEM)
C (2.52604, -3.05849, -1.47628)
C (2.24791, -1.79931, -2.36384)
I (3.12258, -1.91310, -4.35048)
C (0.68992, -1.49377, -2.45592)
I (0.18084, -0.45188, -0.62487)
S (-0.32043, -3.03057, -2.69638)
O (0.39141, -3.97085, -3.57496)
O (-1.64539, -2.64906, -3.21306)
O (-0.50853, -3.57854, -1.27211)
H (3.56894, -2.95735, -1.08201)
H (1.85484, -2.99715, -0.58318)
H (2.41188, -4.02714, -2.00106)
H (2.74778, -0.93894, -1.85766)
H (0.49381, -0.78812, -3.29508)
C (-5.50882, 5.29261, -3.60976)
O (-5.80631, 4.62560, -2.39880)
C (-6.50487, 3.39437, -2.57579)
C (-5.60774, 2.20216, -2.26893)
N (-4.57616, 2.03513, -3.28716)
C (-3.51177, 1.09460, -2.91548)
C (-2.66847, 1.41015, -1.67771)
O (-1.82068, 2.54464, -1.81626)
C (-2.45102, 3.79143, -1.59491)
H (-5.18565, 6.30528, -3.36603)
H (-4.69602, 4.79899, -4.14972)
H (-6.39060, 5.35953, -4.25561)
H (-6.95362, 3.31552, -3.57030)
H (-7.32204, 3.39846, -1.84694)
H (-6.21810, 1.29499, -2.22408)
H (-5.16931, 2.36969, -1.27832)
H (-4.15219, 2.93299, -3.47825)
H (-2.83496, 1.04060, -3.77204)
H (-3.94988, 0.09852, -2.80107)
H (-1.99516, 0.55980, -1.52549)
H (-3.26739, 1.48370, -0.76153)
H (-3.23562, 3.73019, -0.83701)
H (-2.85417, 4.18263, -2.53292)
H (-1.69124, 4.49655, -1.25220)
C (0.90241, -1.60925, 3.05783)
O (2.04746, -1.33444, 2.27398)
C (2.63234, -0.06581, 2.53699)
C (3.95844, -0.21767, 3.27089)
N (3.75899, -0.67745, 4.64355)
C (4.98343, -1.11729, 5.31090)
C (5.75434, -2.29426, 4.70364)
O (5.08455, -3.54167, 4.78838)
C (4.11385, -3.76995, 3.77564)
H (0.40611, -2.48186, 2.63282)
H (1.17186, -1.84266, 4.09332)
H (0.19744, -0.77171, 3.04176)
H (1.94857, 0.60150, 3.07006)
H (2.83643, 0.38684, 1.56091)
H (4.47488, 0.74741, 3.28662)
H (4.56882, -0.92386, 2.69714)
H (3.10523, -1.44913, 4.64153)
H (4.69659, -1.39901, 6.32840)
H (5.65905, -0.25948, 5.40232)
H (6.66898, -2.41482, 5.29256)
H (6.08449, -2.10065, 3.67681)
H (4.39307, -3.31363, 2.82402)
H (3.13682, -3.40778, 4.10180)
H (4.02605, -4.84724, 3.63132)

---

Record 4
C15H35MnN2OP3 | ωB97M-V/def2-TZVPD

Kohn-Sham gap (spin up / spin down) in Eh: 0.245 / 0.214
Net charge: +1
Spin multiplicity: 7
LUMO energy (spin up / spin down) in hartree: -0.0900 / -0.1929

CARTESIAN COORDINATES (ANGSTROEM)
Mn (-0.03974, -0.05582, -0.64004)
P (-0.67667, -2.24300, -0.67828)
P (-1.50974, 1.15488, -1.85096)
N (1.69392, -0.75153, 0.14907)
N (1.10346, 1.58815, -0.68175)
H (3.72046, -0.12588, 0.29680)
H (2.58107, 2.38293, 0.62305)
H (2.68764, 0.35248, 1.67041)
C (2.71208, 0.23065, 0.57144)
H (3.20174, 1.72942, -0.90240)
C (2.44737, 1.56726, -0.10944)
H (3.07258, -2.30739, -0.01591)
H (1.35827, 3.54547, -1.42921)
C (2.02684, -1.97808, -0.12098)
C (0.69235, 2.66761, -1.37205)
H (0.88475, -3.62274, 0.54783)
C (0.99390, -3.02689, -0.36927)
H (1.23052, -3.71886, -1.19207)
H (-1.77243, 0.80861, -3.19838)
H (-2.77823, 1.62502, -1.38673)
H (-1.09867, -2.91796, -1.84145)
H (-1.48453, -2.88488, 0.31876)
O (0.30543, -0.81868, -2.48519)
C (1.62966, -0.87906, -2.94331)
C (1.96351, -2.21665, -3.58434)
C (1.77718, 0.23399, -3.96858)
H (2.30605, -0.82795, -2.02885)
H (2.11982, -2.99732, -2.83257)
H (1.17196, -2.51365, -4.27512)
H (2.90635, -2.10468, -4.13974)
H (1.60377, 1.23948, -3.57202)
H (2.76029, 0.21370, -4.45869)
H (1.01023, 0.05328, -4.73077)
C (-0.54456, 2.65222, -1.99244)
H (-0.87267, 3.51764, -2.56424)
C (-1.21383, 2.98639, 1.81356)
C (-0.73931, 1.68116, 2.43990)
P (-1.08745, 0.16079, 1.46470)
C (-0.67954, -1.20747, 2.64203)
C (-1.13503, -1.06785, 4.09215)
C (-2.93099, 0.14354, 1.23545)
C (-3.77826, 0.19466, 2.50277)
H (-0.64440, 3.24257, 0.91305)
H (-1.07531, 3.79954, 2.53801)
H (-2.27821, 2.96323, 1.55557)
H (0.35312, 1.71697, 2.57578)
H (-1.17433, 1.55496, 3.44305)
H (-1.07748, -2.13980, 2.22162)
H (0.41780, -1.29851, 2.61130)
H (-2.22121, -1.17067, 4.19912)
H (-0.67215, -1.87143, 4.67798)
H (-0.82444, -0.12133, 4.53977)
H (-3.18825, 0.99877, 0.59102)
H (-3.17163, -0.76650, 0.66655)
H (-3.46398, 0.98341, 3.19597)
H (-4.81990, 0.40798, 2.23133)
H (-3.77915, -0.76217, 3.03672)

---

| no. | electronic energy (Eh) |
| --- | --- |
| 1 | -2034.444499 |
| 2 | -1531.851676 |
| 3 | -2222.251616 |
| 4 | -2952.003131 |